No. 1
This record from the Open Molecules 2025 dataset describes a molecular structure, C22H25AgAsN2. The level of theory is ωB97M-V/def2-TZVPD.

Geometry as XYZ:
```
51
Properties=species:S:1:pos:R:3
C 3.0603 1.7552 0.0119
C 2.2213 -1.9850 0.3870
C -5.6385 -0.3760 1.3541
C 3.3210 2.4767 1.1721
C 3.9330 1.7935 -1.0645
C 2.6983 -3.1661 2.4255
H 1.8752 0.0468 3.1096
H -3.5468 1.3111 1.2872
C 1.6628 -1.2723 -3.7899
H -5.3136 -0.0857 2.3575
H 2.5154 -3.8294 -1.7306
H -5.2215 0.9315 -1.8258
C 1.9709 -0.8412 1.1429
C -5.9158 2.0056 0.6336
H 2.5372 -2.0363 4.2447
C 1.4849 -0.2630 -2.8515
H -5.2106 -0.7743 -1.3171
C 2.0361 -2.5478 -3.3759
H 2.9886 -4.0781 2.9312
H -6.7225 -0.4942 1.3834
H 1.5130 -1.0682 -4.8420
C 2.0620 -1.8251 -1.0820
N -3.7797 0.9724 0.3596
H -3.1699 -0.5746 -0.7485
C -5.5995 0.2221 -1.0871
C 1.6975 -0.5483 -1.5103
As 1.5110 0.6395 0.0004
C -5.2449 0.6772 0.3215
Ag -0.9928 0.7370 -0.0256
H 2.7888 -4.0625 0.4846
H -3.1329 -0.9235 0.8433
H 2.1756 -3.3320 -4.1092
H -6.9997 1.8973 0.5903
C 2.5853 -3.1568 1.0426
N -2.9394 -0.1934 0.1620
C 5.0892 2.5610 -0.9656
H 2.6314 2.4601 2.0072
H 3.7332 1.2321 -1.9667
H 4.6854 3.7898 2.1646
H -6.6824 0.1595 -1.1994
H 5.7776 2.5954 -1.7997
C 2.0725 -0.8424 2.5246
H 6.2685 3.8652 0.2616
H 1.1958 0.7271 -3.1813
H -5.2290 -1.3638 1.1245
C 4.4791 3.2319 1.2611
C 2.2305 -2.8283 -2.0308
H -5.6111 2.7700 -0.0821
H -5.6595 2.3524 1.6391
C 5.3649 3.2740 0.1912
C 2.4440 -2.0162 3.1669
```

- Kohn-Sham gap (eV) = 8.548
- multiplicity = 1
- ΔE to the lowest compared entry with this formula, charge and spin (kcal per mole) = 0.0
- E_LUMO (eV) = -2.713
- total charge = +1

No. 2
This record from the Open Molecules 2025 dataset describes a molecular structure, C22H25AgAsN2. The level of theory is ωB97M-V/def2-TZVPD.

Geometry as XYZ:
```
51
Properties=species:S:1:pos:R:3
H 2.6230 -2.2569 -0.4157
C -0.6390 3.6862 -1.4707
C -1.5195 -0.8012 -4.1002
H 0.1235 -3.2640 -1.6033
C -0.3015 1.2990 -1.2394
C 4.3248 -1.4224 -1.4244
H -0.9399 1.1051 5.8014
C -0.8939 -3.0478 -3.4857
C -0.9506 -0.3201 -2.9257
C -0.3551 -1.2202 -2.0323
Ag -1.7855 1.0859 0.5129
H -0.8761 -4.1057 -3.7106
H -1.9229 -2.5305 -5.2915
C 4.0622 0.8256 -2.2390
H -1.4113 -2.4003 4.2927
C -1.3595 1.0402 4.7988
H -3.1661 -0.9305 2.5269
H -1.4101 -1.5473 5.8381
C 4.8400 -0.3100 -2.0759
N -1.2490 -0.1915 2.6831
C 3.0277 -1.3965 -0.9376
H -0.5423 4.6913 -1.0825
H -1.7612 2.0472 -4.2177
N -2.6510 -0.0779 2.3210
C -0.3356 -2.5782 -2.3054
As 0.3980 -0.3685 -0.4553
H 4.9365 -2.3046 -1.2899
H -0.9089 -1.0456 2.2527
C -1.2005 3.4703 -2.7191
C 0.5472 -0.4773 4.2327
H -1.5326 4.3163 -3.3063
C -1.6867 -1.4656 4.7870
H 1.0640 0.3122 3.6849
H 2.1526 1.7377 -1.9006
C -0.1844 2.6025 -0.7216
H -3.0514 0.6371 2.9183
C -1.4842 -2.1592 -4.3748
H -2.4422 1.1470 4.8989
H -1.9915 -0.1270 -4.8037
C 2.7590 0.8515 -1.7604
C -0.9006 1.0874 -2.5012
C 2.2395 -0.2639 -1.1201
C -0.9630 -0.2828 4.1410
H -0.9689 1.8711 4.2085
C -1.3312 2.1858 -3.2342
H -2.7728 -1.3567 4.7502
H 5.8519 -0.3299 -2.4588
H 0.3588 2.7735 0.2028
H 4.4670 1.6963 -2.7379
H 0.8458 -1.4423 3.8166
H 0.8678 -0.4446 5.2729
```

- Kohn-Sham gap (eV) = 8.269
- multiplicity = 1
- ΔE to the lowest compared entry with this formula, charge and spin (kcal per mole) = 13.1
- E_LUMO (eV) = -3.122
- total charge = +1

No. 3
This record from the Open Molecules 2025 dataset describes a molecular structure, C22H25AuBrCl3N5O2 in a non-equilibrium geometry. The level of theory is ωB97M-V/def2-TZVPD.

Geometry as XYZ:
```
59
Properties=species:S:1:pos:R:3
Cl -4.4285 -5.9976 0.2988
N -3.9044 -2.5225 0.6150
H -2.0482 -3.1057 1.9953
N -0.4420 -2.9608 0.6712
H -0.9416 -6.1814 -0.4550
H -0.4339 -3.8610 -1.2416
C -2.2922 2.4707 0.8776
H 3.1901 3.2308 -3.2097
Br 2.5113 -0.4087 -2.1937
C -0.5330 -5.4292 0.2176
C 7.0871 1.4150 -5.0174
H 8.0210 1.2374 -5.5356
C -0.6035 -4.6112 2.5476
N -0.6144 2.3521 -0.9646
H -0.8160 4.0282 0.9460
H 0.5414 -5.5879 0.3124
C 5.4131 0.6427 -3.4790
H 4.7088 3.7806 -4.6802
C 2.4617 1.4469 -2.4137
C 6.4036 2.6128 -5.2298
N -1.1245 -5.6414 1.5829
H -0.5815 -2.4737 2.7231
C -1.9366 1.8708 -0.4829
C 1.3661 2.1532 -1.9576
H 1.3595 3.2319 -2.1136
C -4.6003 -3.3781 0.2979
H -1.0476 -4.7946 3.5242
C 4.6812 1.8494 -3.6858
O -2.1404 0.5472 -0.5866
C 3.4642 2.1861 -3.0901
H 6.8027 3.3547 -5.9069
C -3.2623 3.6226 3.2721
Cl -6.8990 -4.5563 0.8367
O -4.0846 0.8907 1.1204
H 0.4734 -4.7667 2.6171
H -1.9615 -3.9353 -0.3770
H -1.6194 5.0025 3.0309
H -0.5541 3.3516 -1.1692
H -3.6213 0.5323 0.3183
C 6.6021 0.4466 -4.1283
H -2.6003 2.3920 -1.2046
Au -1.1228 -1.1038 -0.0235
C -1.6795 3.5803 1.4195
H -3.6181 4.0826 4.1837
C -2.1375 4.1501 2.6123
H -0.9157 -6.5842 1.9200
C -5.4187 -4.5335 -0.0904
N 0.3162 1.5693 -1.3487
Cl -5.7192 -4.4763 -1.8174
C -0.9644 -3.2268 2.0379
H 7.1766 -0.4519 -3.9527
C -3.8980 2.5310 2.7572
C -3.4260 1.9368 1.5605
C 5.2369 2.8444 -4.5494
H 0.5758 -2.9322 0.7009
H -2.1488 -5.5727 1.5186
H -4.7725 2.0967 3.2238
C -0.8810 -4.0308 -0.2644
H 5.0587 -0.0945 -2.7774
```

- Kohn-Sham gap (spin up / spin down) (eV) = 2.969 / 2.868
- multiplicity = 1
- ΔE to the lowest compared entry with this formula, charge and spin (kcal per mole) = 15.0
- E_LUMO (spin up / spin down) (eV) = -11.426 / -11.480
- total charge = +3

No. 4
This record from the Open Molecules 2025 dataset describes 2 unconnected molecules or ions with the total composition C22H25Br2N2O4 in a non-equilibrium geometry. The level of theory is ωB97M-V/def2-TZVPD.

Geometry as XYZ:
```
55
Properties=species:S:1:pos:R:3
C 0.2181 2.3005 -0.2898
O -2.9818 -3.7278 0.6253
Br -1.6917 -1.6571 -1.0419
C -5.7284 -6.7228 0.2002
H 5.3402 2.0004 -0.2885
N 1.9731 4.1080 0.9749
C -3.9431 -5.6848 1.5411
H 0.4579 4.9649 3.9436
H -0.7481 2.9319 -0.0967
C 0.1330 0.8800 -1.1048
O -4.5967 -3.6665 -1.5931
H -0.7067 2.6525 -3.1644
C 2.9938 1.8291 -0.0513
H -2.1433 2.3981 -4.4937
O -6.5298 -7.6432 0.0832
C -4.8400 -6.6618 1.3938
H 3.5531 1.3713 3.9701
C -1.2143 0.1965 -1.7436
C 4.7601 1.4877 1.9461
H -5.6874 -8.2429 2.0100
H 4.5416 3.4356 0.7469
H 0.1429 6.3380 0.6098
Br -3.6752 -0.2130 -3.4746
C 4.9264 0.1713 -2.4581
O -4.9760 -7.6552 2.3459
C 0.9516 4.0503 3.3563
C 3.6128 1.0378 2.8256
H 1.5080 -0.9858 -1.9278
H 5.2793 1.2838 -2.3739
C 4.1044 -0.3751 -1.1234
H 2.7418 0.3641 2.4278
C -3.8065 -4.6299 0.5250
H 4.3115 0.0561 -3.4574
H 3.6683 -1.4504 -1.3517
H -3.2895 -5.6295 2.4026
H -2.5593 3.0372 -2.7689
H 2.0627 3.9903 3.7796
H 5.8614 1.2888 2.3493
H 0.3202 3.0860 3.5596
C 4.5054 2.2864 0.4993
H -3.8810 -3.0821 -1.2603
N 2.9101 0.5105 -0.8086
C 1.5565 0.0432 -1.3257
C -0.3292 5.4766 1.2881
H 5.9044 -0.5097 -2.5157
C -5.6079 -5.6542 -0.8040
H -0.8656 6.0161 2.1945
C -4.7134 -4.6754 -0.6547
C -2.1018 0.8036 -2.7724
H -1.1362 4.9529 0.6219
C 1.6787 2.8160 0.2465
C -1.8130 2.3224 -3.3557
C 0.9217 4.5249 1.7529
H 4.8988 -0.4444 -0.2615
H -6.2719 -5.7008 -1.6576
```

- Kohn-Sham gap (eV) = 6.723
- multiplicity = 1
- E_LUMO (eV) = -4.335
- total charge = +1

No. 5
This record from the Open Molecules 2025 dataset describes a molecular structure, C22H25ClCuNO5 in a non-equilibrium geometry. The level of theory is ωB97M-V/def2-TZVPD.

Geometry as XYZ:
```
55
Properties=species:S:1:pos:R:3
H -0.4403 0.3376 -0.9451
H 2.2610 -0.7078 -4.3734
H 4.3827 0.4137 -3.6412
H -0.0873 -1.9551 -1.6572
H 4.2628 2.5304 -2.3146
H -0.4749 3.5736 -2.7570
H 1.7878 -0.2003 -0.6698
C 1.1733 1.1786 0.9963
H -2.8416 -0.5343 2.1255
H -3.7803 -1.3295 -1.4786
H -1.3143 -3.2190 -1.3620
H -1.8568 0.8592 -0.0028
H -0.4338 2.7025 -1.2072
C 0.9250 1.9441 -2.6957
C -0.3975 2.5700 -2.3055
C 3.3478 2.0291 -2.6356
C -1.8360 -1.2816 -0.5277
C -0.3170 -2.6960 2.6360
Cu -0.3727 0.1461 1.8538
H -3.5241 -2.6120 -0.2492
C 1.7622 0.0166 0.3990
H -1.6221 -1.9454 -2.5680
O -0.8093 0.9023 3.8005
H -2.1141 2.2102 -3.4837
C -1.9170 -1.1111 2.0872
C -3.3492 -1.5565 -0.4995
C 2.1084 2.5817 -2.3046
C -2.1899 0.7766 -2.0832
H -1.6163 -1.7640 4.2000
H 2.6266 -0.3801 3.6131
O -0.9674 0.5415 6.1691
C -1.2843 -1.8188 3.1760
C -1.5262 0.2131 -0.8414
Cl -0.0537 0.4627 5.0562
H 0.2710 -3.1548 0.5167
O 0.4066 -0.9192 4.8544
H 2.9755 -1.6488 1.2594
N -1.5468 1.7858 -2.7591
C 3.4133 0.8441 -3.3810
C 0.9884 0.7731 -3.4614
H 1.3137 1.9422 3.0920
C -0.3131 -2.5668 1.2257
O 1.0862 1.3431 5.2424
C 2.2334 0.2152 -3.7910
H 0.2968 -3.3826 3.2098
C -1.2864 -1.5783 0.8521
H 0.0620 0.3146 -3.8177
O -3.2824 0.3772 -2.4733
C 1.4369 1.0996 2.4292
C -1.1658 -2.1558 -1.5927
H -3.8459 -0.9291 0.2492
H 2.0365 3.5171 -1.7413
C 2.1940 -0.0918 2.6616
C 2.3908 -0.7430 1.4224
H 0.8235 2.0800 0.4928
```

- Kohn-Sham gap (spin up / spin down) (eV) = 6.621 / 5.450
- multiplicity = 2
- ΔE to the lowest compared entry with this formula, charge and spin (kcal per mole) = 15.5
- E_LUMO (spin up / spin down) (eV) = 2.529 / 1.636
- total charge = -1

No. 6
This record from the Open Molecules 2025 dataset describes a molecular structure, C22H25CrO2SSbSe4Si. The level of theory is ωB97M-V/def2-TZVPD.

Geometry as XYZ:
```
57
Properties=species:S:1:pos:R:3
H -5.1930 -4.2769 2.3118
H -4.5106 -4.9626 0.0572
H -4.4158 -1.4841 1.9175
C -4.1859 -4.6746 2.2170
C 3.8911 4.4567 2.3463
Si 1.4430 1.4453 -0.3082
C 2.9986 -0.8735 0.2707
H 3.8449 3.3984 -4.2710
C -3.7182 -4.7197 0.7687
H -5.5958 -0.7111 0.8901
H 2.9658 3.4204 -1.9722
H 1.9626 5.1522 2.9895
H -0.2179 -0.5549 1.2796
Se -1.7483 -0.3608 -2.2476
Se -4.1826 4.1845 -2.1673
Cr -1.7634 1.1857 -0.5583
C 2.5435 0.2747 -4.1609
H 3.7685 -0.3699 -0.3064
C 2.1975 1.4142 -2.0435
C 2.4621 2.6689 0.7130
H 4.4412 5.1467 2.9765
H 2.4040 -0.6030 -4.7802
C 3.1974 1.3910 -4.6689
H 4.2551 -2.5647 0.6843
H 4.4101 2.0066 0.0753
C -4.3612 -2.1260 -0.1333
O -0.0792 1.9609 -0.2948
H 5.6573 3.5703 1.5123
C 3.2765 -2.1164 0.8225
H -2.9339 -5.4699 0.6510
C 1.7443 -0.2685 0.4263
C 2.0520 0.2901 -2.8599
Se -6.9982 3.0976 -1.1148
H 2.5085 -3.7637 1.9649
H -4.9769 -2.6822 -0.8459
C 1.7964 3.5752 1.5452
H 3.5781 1.3833 -5.6840
H 0.7126 3.5853 1.5437
C -5.1122 -1.6616 1.1007
C 2.2977 -2.7878 1.5403
H 0.2549 -2.7321 2.2323
Sb -4.8091 1.8643 -1.5383
C 1.0427 -2.2145 1.7031
H -5.8722 -2.3781 1.4156
C 2.5009 4.4585 2.3541
H 1.5272 -0.5792 -2.4786
C 0.7752 -0.9658 1.1495
H -4.1703 -5.6745 2.6561
C 3.8629 2.6881 0.7181
H -3.9305 -1.2788 -0.6647
S -2.9121 -3.1695 0.1843
Se -3.7188 1.4532 0.8209
H -3.5134 -4.0350 2.7908
C 2.8494 2.5287 -2.5784
C 3.3477 2.5195 -3.8760
C 4.5732 3.5720 1.5258
O -2.2235 -2.6330 1.3984
```

- Kohn-Sham gap (spin up / spin down) (eV) = 5.482 / 5.498
- multiplicity = 5
- E_LUMO (spin up / spin down) (eV) = 4.025 / 4.026
- total charge = -2